Record 1
22
Properties=species:S:1:pos:R:3 method="wB97M-V/def2-TZVPD" multiplicity=5 homo_ev="-7.825 / -7.795" relative_energy_ev=0.414 energy_ha=-2074.92437 orbital_gap_ev="6.843 / 4.510" lumo_ev="-0.981 / -3.285" s_squared=6.0049
O -1.418 -2.571 0.139
C 1.998 0.004 -0.198
C -0.283 -1.945 0.378
O 2.783 0.304 0.713
O 1.885 -1.274 -0.472
C 0.652 -1.928 -0.832
H 0.172 -2.165 1.364
H 0.451 0.713 -1.537
H 0.098 -1.308 -1.548
H 0.921 -2.945 -1.142
Li -2.848 -1.398 -0.104
Co 3.659 1.885 0.323
O -1.241 1.386 1.217
C -2.243 0.689 0.615
C -0.224 2.020 0.462
O -2.910 -0.033 1.391
O -2.286 0.577 -0.630
C 0.567 1.186 -0.554
H 0.417 2.513 1.200
H -0.728 2.825 -0.092
H 0.717 2.033 -1.259
H -0.138 -0.566 0.565

---

Record 2
76
Properties=species:S:1:pos:R:3 method="wB97M-V/def2-TZVPD" multiplicity=4 homo_ev=-5.693 relative_energy_ev=2.216 energy_ha=-4456.39118 orbital_gap_ev=8.101 lumo_ev=2.408 charge=-1 s_squared=3.7593
C 2.546 -1.834 -5.634
C 2.262 -0.889 -6.744
H 1.796 -2.640 -5.574
H 2.556 -1.327 -4.665
H 3.533 -2.308 -5.785
C 2.361 -1.269 -8.041
C 2.604 -2.650 -8.564
H 2.296 -0.493 -8.803
H 2.046 -3.434 -8.029
H 3.670 -2.946 -8.552
H 2.294 -2.681 -9.620
Co 2.549 2.192 -4.235
Cl 2.596 4.284 -4.182
Cl 4.234 1.124 -3.524
H -3.701 0.413 2.480
H -1.680 2.408 3.666
C -2.708 -0.062 2.380
C -1.080 1.553 3.320
N -1.665 0.924 2.149
H -2.740 -0.781 1.549
C -1.669 1.596 0.959
O -2.298 1.231 -0.033
H -0.082 1.916 3.056
H -1.039 2.499 0.978
H -2.474 -0.569 3.323
H -1.017 0.815 4.124
H -0.690 -4.532 -3.481
H -2.366 -2.153 -3.924
C -1.562 -4.767 -2.861
C -2.958 -2.728 -3.181
N -2.129 -3.552 -2.300
H -1.273 -5.409 -2.033
C -1.768 -3.082 -1.082
O -2.044 -1.958 -0.651
H -3.563 -2.035 -2.578
H -1.168 -3.832 -0.513
H -2.339 -5.243 -3.455
H -3.634 -3.415 -3.718
O 1.565 0.897 -5.127
C 2.189 0.608 -6.420
C 0.470 1.070 -8.238
C 1.556 1.499 -7.458
H 0.134 0.033 -8.189
C -0.105 1.952 -9.166
H 3.249 0.903 -6.285
C 2.009 2.814 -7.545
H -0.935 1.592 -9.791
C 0.423 3.239 -9.314
C 1.473 3.677 -8.495
H 2.810 3.152 -6.887
H 0.054 3.870 -10.123
H 1.907 4.669 -8.629
Si -0.227 0.671 -4.566
Cl 0.622 -2.356 -3.093
C -1.131 -0.477 -5.724
C -0.747 2.429 -4.996
C -0.425 0.440 -2.742
H -1.377 0.033 -6.668
H -2.089 -0.768 -5.261
H -0.562 -1.391 -5.942
H 0.232 -0.433 -2.521
H -1.434 0.145 -2.423
H -0.109 1.259 -2.091
H -0.979 2.534 -6.065
H 0.044 3.163 -4.759
H -1.638 2.705 -4.412
N 1.000 -1.224 0.326
C 2.218 -0.444 0.675
C 1.944 1.079 0.448
O 2.982 1.761 0.410
O 0.724 1.394 0.330
H 0.167 -0.618 0.451
H 0.940 -2.008 0.967
H 0.998 -1.603 -0.658
H 2.451 -0.588 1.745
H 3.022 -0.799 0.034

---

Record 3
11
Properties=species:S:1:pos:R:3 method="wB97M-V/def2-TZVPD" multiplicity=1 homo_ev=-10.515 relative_energy_ev=2.626 energy_ha=-430.82446 smiles="[H]/N=c1/ncoc(=O)[nH]1" orbital_gap_ev=10.348 lumo_ev=-0.167
C -0.158 1.252 0.603
C -1.491 -0.212 -0.545
C 0.625 -1.139 -0.249
H 1.142 2.602 1.524
H -2.400 -0.742 -0.756
H 1.675 0.287 0.590
N 0.178 2.311 1.154
N -1.367 0.897 -0.048
N 0.670 0.032 0.541
O -0.492 -1.323 -0.877
O 1.662 -1.707 -0.590

---

Record 4
45
Properties=species:S:1:pos:R:3 method="wB97M-V/def2-TZVPD" multiplicity=5 homo_ev="-15.664 / -16.045" energy_ha=-3483.07562 orbital_gap_ev="8.644 / 6.332" lumo_ev="-7.020 / -9.713" charge=+2 s_squared=6.0191
C -0.099 -0.108 -4.356
I 0.461 -1.670 -2.909
H -0.293 0.857 -3.881
H -0.975 -0.504 -4.883
H 0.774 -0.065 -5.017
Co 0.122 -0.439 -1.005
P -1.821 0.193 -0.635
C -2.959 -1.171 -1.025
C -2.444 0.794 0.965
H -3.529 0.615 1.013
H -3.384 1.616 -1.805
H -2.227 1.867 1.047
H -1.842 2.469 -1.467
H -2.681 -2.046 -0.421
H -1.948 0.249 1.779
C -2.290 1.522 -1.793
H -3.981 -0.865 -0.765
H -1.929 1.271 -2.796
H -2.892 -1.423 -2.090
P 1.553 1.019 -0.613
C 3.215 0.358 -0.953
C 1.369 2.384 -1.808
H 1.097 2.710 1.040
H 2.829 2.223 1.052
H 1.596 1.165 1.805
C 1.792 1.865 0.982
H 0.530 3.022 -1.502
H 2.294 2.975 -1.824
H 3.963 1.110 -0.670
H 3.302 0.116 -2.017
H 1.175 1.975 -2.807
H 3.376 -0.548 -0.354
C 0.543 -2.012 0.293
O 0.848 -3.112 -0.092
F 2.777 -1.241 1.860
C 1.569 -1.349 2.488
C 0.416 -1.605 1.716
C -0.740 -1.945 2.447
F -1.828 -2.425 1.782
C -0.779 -1.932 3.834
F -1.926 -2.248 4.478
C 0.372 -1.623 4.556
F 0.348 -1.630 5.906
C 1.554 -1.334 3.877
F 2.691 -1.080 4.565

---

Record 5
98
Properties=species:S:1:pos:R:3 method="wB97M-V/def2-TZVPD" multiplicity=1 homo_ev=-11.914 energy_ha=-4413.18554 orbital_gap_ev=9.112 lumo_ev=-2.803 charge=+1
C 4.870 -5.217 -1.658
C 6.326 -5.086 -2.109
I 6.686 -6.389 -3.790
C 6.691 -3.624 -2.496
C 7.167 -2.869 -1.265
C 8.279 -1.820 -1.345
N 8.175 -1.215 0.024
C 6.923 -1.530 0.492
N 6.530 -1.455 1.730
N 6.181 -1.971 -0.567
H 4.704 -4.708 -0.703
H 4.203 -4.788 -2.408
H 4.599 -6.266 -1.555
H 6.962 -5.422 -1.293
H 5.768 -3.155 -2.839
H 7.456 -3.666 -3.266
H 7.527 -3.538 -0.468
H 9.271 -2.183 -1.594
H 8.018 -1.040 -2.062
H 8.896 -1.591 0.635
H 7.075 -1.047 2.473
H 5.636 -1.868 1.976
H 5.272 -2.370 -0.356
O 3.372 -1.738 3.019
S 2.069 -1.504 3.588
O 1.020 -2.450 3.367
O 1.574 -0.062 3.165
C 1.599 0.289 1.759
C 0.455 -0.325 0.983
C 2.222 -1.198 5.314
H 2.563 0.011 1.329
H 1.535 1.375 1.737
H 0.557 -1.409 0.917
H 0.431 0.076 -0.030
H -0.499 -0.117 1.468
H 2.986 -0.442 5.471
H 2.508 -2.136 5.786
H 1.258 -0.865 5.690
O -0.177 0.977 -2.295
S -1.589 0.911 -2.559
O -2.383 -0.121 -1.962
O -1.810 0.890 -4.138
C -1.087 -0.091 -4.906
C -1.720 -1.466 -4.826
C -2.323 2.469 -2.233
H -0.043 -0.111 -4.587
H -1.108 0.274 -5.931
H -1.629 -1.886 -3.825
H -1.231 -2.143 -5.528
H -2.781 -1.414 -5.066
H -1.751 3.249 -2.727
H -2.307 2.608 -1.152
H -3.349 2.454 -2.591
O -1.711 4.998 -4.097
S -1.830 5.927 -5.184
O -0.669 6.329 -5.915
O -2.602 7.219 -4.666
C -2.110 7.865 -3.473
C -0.898 8.733 -3.748
C -3.063 5.366 -6.308
H -1.901 7.116 -2.708
H -2.937 8.475 -3.116
H -0.033 8.131 -4.022
H -0.645 9.312 -2.859
H -1.097 9.418 -4.572
H -3.958 5.112 -5.748
H -2.663 4.488 -6.810
H -3.261 6.155 -7.028
O -3.410 3.002 1.192
S -4.610 2.294 1.541
O -5.709 2.239 0.628
O -5.122 2.821 2.953
C -5.296 4.244 3.117
C -6.585 4.742 2.494
C -4.196 0.658 2.043
H -4.428 4.770 2.715
H -5.309 4.410 4.193
H -6.555 4.666 1.408
H -6.749 5.786 2.760
H -7.431 4.150 2.842
H -3.395 0.709 2.776
H -3.868 0.123 1.153
H -5.080 0.186 2.463
O -4.232 -4.269 3.090
S -4.106 -4.785 4.420
O -4.316 -3.928 5.547
O -2.682 -5.490 4.560
C -1.527 -4.723 4.167
C -1.118 -3.718 5.223
C -5.094 -6.231 4.596
H -1.716 -4.236 3.209
H -0.733 -5.451 4.010
H -1.865 -2.931 5.326
H -0.174 -3.256 4.948
H -1.016 -4.199 6.197
H -4.887 -6.899 3.764
H -6.134 -5.913 4.581
H -4.856 -6.702 5.546

---

Record 6
83
Properties=species:S:1:pos:R:3 method="wB97M-V/def2-TZVPD" multiplicity=3 homo_ev="-12.377 / -12.465" relative_energy_ev=0.000 energy_ha=-5597.99767 orbital_gap_ev="6.789 / 3.737" lumo_ev="-5.588 / -8.728" charge=+2 s_squared=2.0119
N 8.875 4.832 -4.768
C 9.036 3.535 -4.464
C 8.047 2.801 -3.801
C 6.823 3.430 -3.460
C 6.677 4.797 -3.799
C 7.739 5.450 -4.449
C 5.762 2.665 -2.823
Ti 0.602 0.354 -0.219
P -5.206 -0.897 -2.591
C 4.479 3.092 -2.680
C 3.443 2.235 -2.153
C 2.105 2.483 -2.530
C 1.146 1.483 -2.299
C 1.593 0.247 -1.818
C 2.824 0.114 -1.143
C 3.797 1.101 -1.396
Br -0.923 -1.032 -1.495
H 6.060 1.662 -2.510
H 4.169 4.060 -3.080
H 8.235 1.751 -3.586
H 5.773 5.338 -3.560
H 9.987 3.070 -4.755
H 7.656 6.506 -4.700
H 1.849 3.416 -3.048
H 4.819 0.987 -1.013
H 0.129 1.629 -2.649
H 3.109 -0.792 -0.615
P -0.585 2.177 0.997
C -3.891 -1.843 -3.465
C -4.367 -2.394 -4.823
H -3.597 -2.670 -2.797
H -3.017 -1.191 -3.582
H -3.661 -3.154 -5.181
H -5.357 -2.859 -4.731
H -4.417 -1.598 -5.580
C -4.874 0.855 -3.043
C -6.168 1.680 -3.106
H -4.379 0.838 -4.025
H -4.167 1.278 -2.318
H -5.986 2.630 -3.619
H -6.947 1.140 -3.657
H -6.546 1.911 -2.104
C -4.813 -0.989 -0.796
C -5.667 -2.066 -0.100
H -5.039 0.004 -0.374
H -3.733 -1.168 -0.673
H -5.625 -1.934 0.986
H -6.713 -1.986 -0.420
H -5.295 -3.078 -0.338
C -1.457 1.915 2.587
C -1.152 2.927 3.689
H -1.218 0.893 2.919
H -2.535 1.926 2.361
H -0.145 2.804 4.106
H -1.254 3.961 3.338
H -1.857 2.792 4.519
C -1.851 2.918 -0.095
C -1.423 4.126 -0.926
H -2.709 3.169 0.548
H -2.176 2.096 -0.754
H -1.216 4.999 -0.296
H -0.538 3.927 -1.546
H -2.237 4.395 -1.611
C 0.722 3.437 1.228
C 1.952 2.926 1.971
H 0.266 4.306 1.734
H 1.015 3.792 0.227
H 2.869 3.172 1.414
H 2.029 3.389 2.966
H 1.974 1.832 2.109
C 2.838 -0.782 2.395
P 1.199 -1.161 1.657
C 1.446 -2.818 0.951
C 0.175 -1.555 3.114
H 3.586 -0.622 1.603
H 3.139 -1.635 3.022
H 2.778 0.128 3.013
H 1.612 -3.526 1.773
H 0.557 -3.113 0.384
H 2.311 -2.830 0.281
H 0.731 -2.243 3.764
H -0.082 -0.651 3.681
H -0.757 -2.043 2.784

---

Record 7
6
Properties=species:S:1:pos:R:3 method="wB97M-V/def2-TZVPD" multiplicity=1 homo_ev="-8.864 / -8.677" relative_energy_ev=3.162 energy_ha=-1139.40960 orbital_gap_ev="7.162 / 6.694" lumo_ev="-1.702 / -1.984"
P 1.909 3.504 0.485
S 0.455 0.663 1.380
S 1.246 2.330 2.035
H 1.791 2.616 -0.507
H -0.005 -1.275 2.568
H -0.174 -1.615 1.737

---

Record 8
36
Properties=species:S:1:pos:R:3 method="wB97M-V/def2-TZVPD" multiplicity=6 homo_ev="-25.191 / -25.157" relative_energy_ev=0.000 energy_ha=-3576.06560 orbital_gap_ev="11.761 / 6.250" lumo_ev="-13.430 / -18.908" charge=+4 s_squared=8.7709
Pd -0.830 0.611 -0.677
C 2.012 1.353 0.418
C 2.177 -0.085 0.975
O 0.934 -0.732 0.920
C 0.719 -2.117 0.859
C -0.666 -2.376 0.212
O -1.557 -1.240 0.270
C -2.523 -1.140 1.356
C -2.043 -0.206 2.460
O -1.457 0.939 1.864
C -0.597 1.819 2.565
C 0.189 2.641 1.551
O 0.649 1.829 0.433
H 2.310 1.348 -0.631
H 2.658 2.046 0.956
H 2.452 -0.072 2.056
H 2.963 -0.664 0.475
H 0.742 -2.464 1.919
H 1.543 -2.638 0.357
H -1.141 -3.248 0.662
H -0.516 -2.578 -0.850
H -2.717 -2.127 1.781
H -3.448 -0.783 0.903
H -1.336 -0.629 3.188
H -2.899 0.154 3.081
H -0.009 1.240 3.291
H -1.247 2.474 3.195
H 1.037 3.112 2.052
H -0.424 3.432 1.117
F 0.175 0.019 -2.240
As 0.317 -0.094 -5.813
F 2.056 0.018 -5.264
F 0.291 -1.645 -5.246
F -1.204 0.362 -5.362
F 0.467 -0.104 -7.434
F 0.925 1.546 -5.403